# 1
Density functional theory data (the ωB97M-V functional and the def2-TZVPD basis) for 11 unconnected molecules or ions with the total composition C30H58O31S4.

Geometry as XYZ:
```
123
Properties=species:S:1:pos:R:3:forces:R:3:mulliken_charge:R:1
C 5.261 1.923 -1.258 -0.064 -0.674 1.262 -0.758
C 6.000 0.997 -0.275 -0.277 0.693 -1.275 -0.359
O 5.037 0.170 0.387 -0.304 0.052 0.685 -0.233
S 5.617 -1.061 1.255 0.074 0.716 -1.342 1.232
C 5.546 -2.257 -0.054 0.163 0.291 0.795 -0.268
O 6.948 -0.711 1.617 0.522 -0.251 0.166 -0.673
O 4.652 -1.353 2.250 -0.602 -0.158 0.412 -0.596
H 4.835 1.349 -2.076 0.173 0.153 -0.261 0.085
H 5.985 2.682 -1.540 -0.186 0.085 -0.470 0.455
H 4.441 2.384 -0.707 0.048 0.273 -0.224 0.003
H 6.679 0.384 -0.871 0.231 -0.095 0.363 0.401
H 6.539 1.625 0.430 0.144 -0.364 0.255 0.402
H 5.778 -1.722 -0.968 0.105 -0.209 -0.137 -0.167
H 4.507 -2.567 -0.038 0.078 -0.406 -0.244 -0.013
H 6.255 -3.045 0.178 -0.143 -0.214 -0.121 0.523
C -4.862 6.746 5.222 -0.616 -0.719 0.543 -1.200
C -4.339 5.498 4.527 0.293 0.081 0.371 -0.076
O -4.234 5.791 3.121 0.168 0.125 -0.125 -0.350
S -4.322 4.599 2.080 1.385 0.134 0.709 1.292
C -2.878 3.644 2.458 -0.257 0.362 0.525 -0.841
O -5.460 3.816 2.431 -0.871 -0.448 -0.255 -0.650
O -4.143 5.208 0.811 -0.444 0.032 -0.341 -0.648
H -5.601 6.475 5.982 0.010 -0.093 -0.109 0.346
H -5.386 7.363 4.499 0.258 0.343 0.033 0.311
H -4.069 7.235 5.778 0.045 0.470 -0.401 0.302
H -3.344 5.288 4.931 0.053 -0.183 -0.314 0.214
H -4.947 4.605 4.666 -0.248 0.159 -0.028 0.319
H -3.085 3.051 3.348 -0.118 -0.252 -0.193 0.381
H -2.085 4.336 2.731 0.163 -0.017 -0.481 0.499
H -2.642 3.049 1.582 0.191 -0.093 0.090 0.056
C 1.920 -1.513 -1.002 0.068 -0.683 0.493 0.611
C 1.131 -0.227 -1.078 1.454 0.286 -0.383 0.301
O -0.189 -0.333 -0.537 -0.082 0.398 -0.372 0.526
S -0.555 -0.543 0.976 -0.639 -1.577 -0.642 0.963
C -1.636 -1.926 0.734 0.400 0.082 -0.141 -0.387
O 0.606 -0.988 1.686 0.362 0.436 0.541 -0.541
O -1.329 0.567 1.404 -0.162 0.652 0.412 -0.163
H 1.520 -2.272 -1.670 0.104 0.004 -0.134 -0.339
H 1.907 -1.941 0.002 -0.275 0.170 0.017 -0.274
H 2.985 -1.384 -1.192 -0.125 0.363 -0.510 -0.339
H 1.736 0.590 -0.660 -0.521 -0.060 0.584 -0.595
H 1.011 0.091 -2.114 -0.461 -0.257 -0.010 0.316
H -2.416 -1.589 0.053 -0.090 -0.113 0.039 0.051
H -2.021 -2.309 1.677 -0.048 0.214 0.085 -0.254
H -1.009 -2.681 0.262 -0.166 -0.110 -0.039 0.296
C 2.516 -2.235 -6.384 -0.984 0.781 -0.151 -1.105
C 2.082 -1.650 -5.041 1.032 -0.776 0.004 -0.042
O 0.671 -1.438 -4.908 -0.004 0.374 -0.341 -0.210
S -0.358 -2.647 -4.993 -0.210 0.528 0.650 1.238
C -0.966 -2.685 -3.339 0.246 0.329 0.139 -0.568
O -1.417 -2.232 -5.837 -0.166 -0.014 -0.394 -0.617
O 0.352 -3.860 -5.240 0.274 -0.427 -0.090 -0.684
H 2.156 -3.246 -6.521 0.324 -0.153 -0.070 0.384
H 3.583 -2.095 -6.533 0.113 -0.311 0.202 0.061
H 2.041 -1.594 -7.137 0.018 -0.221 -0.118 0.352
H 2.407 -2.265 -4.196 0.067 0.004 -0.093 0.196
H 2.597 -0.693 -4.972 -0.563 0.263 0.388 0.348
H -1.756 -3.432 -3.344 -0.041 0.037 0.196 0.519
H -1.316 -1.696 -3.043 -0.290 -0.011 -0.289 -0.099
H -0.151 -2.943 -2.668 -0.013 -0.353 -0.083 0.145
O -4.492 -2.968 5.717 -0.002 -0.218 0.292 -0.506
C -4.721 -2.157 4.888 -0.219 0.089 -0.717 0.489
O -5.743 -1.265 4.926 -0.023 -0.040 0.024 -0.398
C -5.643 -0.354 3.829 1.065 0.338 0.436 -0.049
C -4.283 -0.722 3.189 -0.903 -0.415 -0.767 0.175
O -4.032 -2.011 3.730 0.263 0.030 0.487 -0.155
H -6.440 -0.477 3.103 -0.321 -0.195 0.206 0.202
H -5.661 0.640 4.266 -0.101 0.176 -0.252 0.202
H -3.421 -0.078 3.349 -0.178 0.210 0.218 0.101
H -4.449 -0.864 2.119 0.359 0.175 -0.033 -0.127
O -3.656 0.187 -1.758 0.640 -0.143 -0.111 -0.438
C -4.636 0.520 -1.184 -0.411 0.052 0.182 0.490
O -4.864 1.774 -0.730 -0.042 -0.190 -0.316 -0.116
C -6.082 1.795 -0.020 -1.210 -0.107 0.887 -0.032
C -6.759 0.450 -0.301 1.121 0.105 -1.410 -0.393
O -5.663 -0.306 -0.896 -0.123 0.000 0.711 -0.403
H -5.887 1.919 1.042 0.154 0.098 0.017 -0.004
H -6.755 2.592 -0.328 0.433 0.311 -0.192 0.311
H -7.470 0.508 -1.123 -0.463 0.118 0.368 0.309
H -7.165 -0.036 0.576 0.056 -0.237 -0.009 0.235
O 4.778 -1.166 -3.132 -0.152 -0.403 0.221 -0.321
C 5.510 -1.548 -3.991 0.429 1.360 -0.414 0.661
O 6.569 -2.334 -3.829 0.372 -0.391 0.423 -0.352
C 7.296 -2.489 -5.058 -0.661 -0.304 -0.186 -0.364
C 6.424 -1.744 -6.079 0.151 0.096 0.313 -0.350
O 5.471 -1.074 -5.254 -0.525 -0.197 -0.114 -0.366
H 8.294 -2.070 -4.982 0.047 -0.103 0.280 0.261
H 7.293 -3.560 -5.242 0.465 0.026 -0.182 0.289
H 5.922 -2.434 -6.753 -0.091 0.135 -0.084 0.250
H 6.958 -0.971 -6.622 0.069 -0.137 -0.176 0.327
O -0.300 3.822 0.695 -0.111 0.300 -0.124 -0.480
C 0.638 3.267 1.167 0.347 -0.629 -0.086 0.663
O 0.594 2.476 2.246 0.093 0.028 0.230 -0.251
C 1.916 2.019 2.618 -0.449 1.299 -0.263 -0.306
C 2.766 2.480 1.418 0.277 -0.396 0.687 0.203
O 1.890 3.297 0.643 -0.125 -0.136 -0.025 -0.419
H 2.191 2.614 3.489 0.050 -0.401 0.253 0.307
H 1.855 0.958 2.823 0.215 -0.108 -0.124 0.125
H 3.167 1.632 0.871 -0.223 0.053 -0.376 -0.392
H 3.602 3.094 1.748 0.020 0.013 -0.055 0.572
O -2.684 -4.887 2.870 -0.158 -0.065 -0.391 -0.500
C -1.750 -4.568 3.520 0.192 0.060 0.648 0.712
O -0.705 -5.382 3.831 0.178 0.145 -0.630 -0.401
C 0.312 -4.639 4.489 -0.740 0.651 1.227 -0.152
C -0.445 -3.363 4.950 0.780 -0.343 -0.742 -0.278
O -1.588 -3.355 4.099 -0.006 -0.159 0.163 -0.172
H 0.594 -5.220 5.362 0.438 -0.054 -0.135 0.344
H 1.167 -4.359 3.878 -0.067 -0.434 -0.380 0.035
H 0.118 -2.463 4.717 0.034 0.064 0.251 0.192
H -0.683 -3.423 6.010 -0.479 0.163 -0.071 0.233
O -2.518 0.878 -4.543 -0.148 -0.314 -0.281 -0.528
C -2.082 1.625 -3.739 0.650 0.455 -0.087 0.419
O -2.564 2.861 -3.485 -0.268 -0.195 0.636 -0.414
C -1.994 3.368 -2.258 0.024 -0.320 -0.485 -0.054
C -0.827 2.403 -2.001 -0.325 -0.117 0.373 0.709
O -0.941 1.406 -3.024 -0.268 0.285 -0.063 -0.176
H -1.734 4.403 -2.453 0.216 0.021 0.182 0.318
H -2.714 3.303 -1.444 -0.187 0.107 -0.176 -0.111
H -0.983 1.875 -1.066 0.151 0.198 0.191 -0.577
H 0.147 2.886 -2.002 0.089 -0.119 -0.250 0.379
O 2.910 -4.495 1.114 0.010 0.104 -0.073 -0.603
H 2.519 -5.016 1.821 -0.009 -0.085 0.003 0.295
H 2.645 -3.589 1.302 0.005 0.048 0.096 0.303
```
Forces are in eV/Å.

Results
- Kohn-Sham gap (eV) = 10.24
- E_LUMO (eV) = 0.100

=====

# 2
Density functional theory data (the ωB97M-V functional and the def2-TZVPD basis) for a molecular structure, C30H59BiClGeN4O7PSi3Te.

Geometry as XYZ:
```
108
Properties=species:S:1:pos:R:3:forces:R:3:mulliken_charge:R:1
Bi -0.247 -0.422 -0.029 -0.082 0.456 0.145 1.107
N -1.492 -2.436 1.050 -0.040 -0.049 -0.071 -0.445
C -1.015 -2.956 2.348 -0.039 0.053 0.015 -0.149
C 0.279 -3.746 2.214 -0.003 -0.013 -0.006 -0.800
C 1.540 -2.919 2.028 -0.032 -0.011 -0.008 -0.539
N 1.501 -2.103 0.803 0.074 0.021 -0.087 0.361
H -2.480 -2.211 1.111 -0.017 0.026 0.032 0.160
H -1.384 -3.138 0.320 0.015 0.020 -0.001 0.012
H -1.776 -3.597 2.799 -0.010 -0.017 0.001 0.472
H -0.870 -2.106 3.017 -0.017 -0.023 -0.026 -0.174
H 0.184 -4.465 1.391 0.004 0.015 0.001 0.170
H 0.406 -4.340 3.120 0.003 0.006 0.005 0.527
H 2.406 -3.587 2.000 -0.003 -0.004 -0.002 0.413
H 1.677 -2.253 2.878 0.016 0.001 -0.028 0.099
H 1.280 -2.704 0.005 0.038 0.005 0.014 0.089
H 2.433 -1.741 0.621 -0.040 0.005 0.071 -0.366
C 0.550 4.220 1.322 -0.029 -0.035 -0.026 -1.128
Si -1.159 3.504 1.664 0.051 0.008 -0.028 0.793
C -2.373 3.938 0.289 0.038 -0.012 0.028 -0.916
C -1.792 4.345 3.228 0.033 0.020 -0.025 -1.358
Ge -1.126 1.122 2.115 0.052 -0.047 0.132 0.435
Si -3.451 0.522 2.184 -0.068 -0.085 -0.095 0.647
C -4.003 0.208 0.408 -0.012 0.031 0.018 -0.877
C -3.844 -0.975 3.274 0.049 0.005 -0.010 -1.209
C -4.500 1.927 2.847 0.030 0.008 0.027 -1.124
Si -0.114 1.003 4.291 0.001 -0.061 0.032 0.730
C 1.496 1.962 4.217 0.003 -0.010 0.000 -1.074
C -1.285 1.757 5.549 -0.029 0.008 -0.023 -1.054
C 0.271 -0.718 4.944 0.015 0.008 -0.006 -1.035
H 0.488 4.968 0.527 0.005 -0.006 -0.007 0.473
H 1.273 3.467 1.014 0.008 -0.029 -0.038 0.086
H 0.928 4.721 2.215 0.005 -0.010 -0.003 0.525
H -2.069 4.882 -0.172 -0.014 0.002 0.007 0.442
H -3.373 4.084 0.703 0.014 -0.022 -0.016 0.463
H -2.438 3.186 -0.494 -0.006 -0.025 -0.040 -0.084
H -2.180 5.329 2.949 0.029 0.017 0.005 0.418
H -0.984 4.502 3.944 -0.009 -0.013 0.009 0.372
H -2.594 3.808 3.731 -0.035 -0.003 -0.035 0.305
H -3.502 -0.630 -0.087 0.017 -0.012 0.019 0.134
H -3.797 1.094 -0.197 -0.003 -0.013 -0.012 0.109
H -5.078 0.014 0.364 0.000 -0.010 0.013 0.542
H -3.889 -1.924 2.736 0.044 -0.005 -0.028 0.388
H -4.829 -0.828 3.723 -0.006 -0.006 -0.009 0.473
H -3.129 -1.088 4.092 -0.001 0.003 0.013 0.254
H -4.360 2.860 2.300 0.002 -0.013 0.000 0.225
H -4.302 2.120 3.903 0.003 -0.002 0.000 0.280
H -5.551 1.638 2.755 0.000 0.010 0.010 0.417
H 1.333 3.005 3.942 -0.013 0.002 -0.001 0.241
H 2.171 1.531 3.474 0.009 0.002 0.010 0.266
H 2.001 1.943 5.186 0.001 0.003 -0.001 0.424
H -1.403 2.833 5.432 -0.002 -0.017 0.000 0.332
H -0.895 1.569 6.552 0.006 0.002 0.001 0.420
H -2.277 1.301 5.492 0.003 -0.006 0.010 0.210
H 1.003 -1.238 4.329 -0.024 -0.004 0.054 0.076
H -0.618 -1.345 5.038 0.005 0.014 0.004 0.335
H 0.701 -0.612 5.944 -0.003 0.014 0.001 0.481
O 4.979 -2.095 0.952 -0.004 0.070 -0.059 -0.412
C 5.791 -2.185 -0.213 0.001 -0.024 0.034 -0.564
N 6.452 -0.966 -0.584 -0.112 0.083 0.075 -0.076
C 6.006 0.014 -1.438 0.085 -0.164 -0.147 -0.050
O 6.724 0.920 -1.795 0.010 0.058 0.010 -0.603
C 4.603 -0.104 -1.959 0.007 0.053 0.123 -0.169
C 4.355 0.034 -3.317 0.017 0.000 -0.027 -0.560
C 3.045 -0.041 -3.763 0.023 0.013 -0.010 -1.355
C 2.037 -0.252 -2.834 -0.021 0.036 0.031 -0.778
N 2.267 -0.363 -1.526 0.054 -0.074 -0.011 0.745
C 3.522 -0.262 -1.104 -0.017 -0.091 -0.098 -0.791
H 5.545 -1.969 1.723 -0.026 -0.001 -0.041 0.269
H 5.123 -2.505 -1.010 -0.016 0.011 0.005 0.384
H 6.556 -2.950 -0.074 0.010 -0.014 -0.010 0.439
H 7.403 -0.820 -0.277 0.001 0.012 -0.007 0.254
H 5.176 0.206 -4.001 0.006 0.002 0.010 0.560
H 2.804 0.067 -4.812 0.000 0.004 -0.002 0.573
H 0.997 -0.318 -3.143 0.012 0.002 0.003 0.778
H 3.685 -0.304 -0.035 0.044 -0.017 0.064 1.069
C -1.615 -6.426 -2.147 -0.017 -0.023 0.024 -1.095
C -1.811 -5.246 -3.062 0.039 0.018 0.019 -0.175
O -0.509 -4.747 -3.503 -0.020 -0.008 -0.039 -0.231
P 0.098 -3.434 -2.877 0.132 0.084 -0.023 -0.667
O -0.067 -3.268 -1.417 -0.048 -0.238 0.124 0.031
Te 2.400 -3.614 -3.649 -0.019 0.006 -0.012 0.102
O -0.589 -2.196 -3.580 -0.060 0.039 -0.013 0.114
C -0.732 -2.050 -5.016 0.030 -0.008 0.014 -0.358
C -1.494 -0.774 -5.266 -0.009 0.001 -0.011 -1.078
H -2.585 -6.832 -1.858 0.000 -0.001 0.002 0.400
H -1.080 -6.128 -1.245 0.002 0.003 -0.001 0.174
H -1.049 -7.211 -2.648 0.000 0.002 -0.004 0.326
H -2.354 -4.438 -2.570 -0.016 0.008 -0.005 0.248
H -2.337 -5.514 -3.975 0.002 -0.013 -0.004 0.379
H -1.256 -2.924 -5.405 -0.013 -0.002 0.007 0.430
H 0.266 -2.022 -5.457 0.007 -0.009 -0.024 0.319
H -2.470 -0.806 -4.783 0.000 0.000 -0.001 0.302
H -1.641 -0.640 -6.338 0.007 0.006 -0.003 0.428
H -0.948 0.088 -4.881 -0.006 0.006 0.007 0.160
Cl 0.229 6.490 -5.358 -0.001 -0.005 0.006 -0.203
C 0.082 5.179 -4.235 0.004 0.014 -0.018 0.420
C 1.161 4.852 -3.428 -0.006 -0.005 0.003 -1.063
C 1.037 3.803 -2.533 0.002 0.020 0.028 -0.099
C -0.154 3.089 -2.450 0.021 -0.012 -0.007 0.021
C -1.225 3.428 -3.270 -0.002 -0.001 -0.004 -0.105
C -1.114 4.477 -4.166 0.002 -0.004 0.007 -0.944
C -0.275 1.956 -1.493 -0.065 0.079 0.017 1.291
O -1.319 1.243 -1.491 -0.115 -0.046 -0.061 -0.872
O 0.681 1.706 -0.704 0.044 -0.069 -0.017 -1.172
H 2.080 5.417 -3.503 0.001 0.001 0.000 0.446
H 1.862 3.532 -1.887 -0.003 -0.002 0.004 0.491
H -2.146 2.865 -3.194 -0.001 -0.002 0.000 0.463
H -1.939 4.757 -4.805 -0.002 -0.001 0.000 0.433
```
Forces are in eV/Å.

Results
- ⟨S²⟩ = 0.7533
- Kohn-Sham gap (alpha / beta) (eV) = 7.72 / 5.25
- spin multiplicity = 2
- total charge = +1
- E_LUMO (alpha / beta) (eV) = -2.504 / -4.970

=====

Relative energy (zero: lowest compared OMol25 entry of this formula, charge and spin) values, unit kJ/mol, following the record order: 0.00; 11.41.